Here is a structure of composition C32H56N3OP2Tc at a distorted geometry from the Open Molecules 2025 dataset. Energies are from wB97M-V/def2-TZVPD.

Properties
Total energy = -2254.95934 hartree
Expectation value of S² = 3.809
ΔE to the lowest compared entry with this formula, charge and spin = 0.00 kcal/mol
Gap between HOMO and LUMO (alpha / beta) = 0.29553 / 0.22526 Ha
HOMO (alpha / beta) = -16.933 / -18.044 eV

```
! RIJCOSX wB97M-V def2-TZVPD def2/J DEFGRID3
* xyz 3 4
C 2.43 -1.31 -1.06
C 1.45 0.61 -2.03
C 3.34 -1.40 -2.12
C 2.21 0.42 -3.19
C 3.19 -0.54 -3.21
H 4.12 -2.16 -2.05
H 2.04 1.08 -4.03
H 3.87 -0.63 -4.06
N 1.53 -0.31 -1.02
P 0.70 -2.33 0.85
P 0.16 2.23 -0.14
C 2.36 -2.34 0.08
H 2.62 -3.35 -0.31
H 3.14 -2.10 0.83
C 0.45 1.67 -1.85
H 0.34 2.40 -2.67
C -1.48 3.20 -0.04
C 1.63 3.41 -0.06
C -0.32 -3.47 -0.29
C 0.97 -3.19 2.51
C -2.55 2.34 0.65
H -2.25 2.07 1.67
H -3.48 2.93 0.71
H -2.78 1.42 0.11
C -1.33 4.48 0.79
H -0.96 4.27 1.79
H -0.70 5.22 0.31
H -2.33 4.93 0.89
C -1.96 3.54 -1.45
H -2.89 4.14 -1.36
H -1.25 4.15 -2.01
H -2.19 2.62 -2.02
C 1.70 3.94 1.39
H 1.36 3.20 2.13
H 2.76 4.16 1.62
H 1.13 4.86 1.53
C 2.93 2.70 -0.40
H 3.15 1.86 0.26
H 2.96 2.35 -1.44
H 3.73 3.43 -0.29
C 1.42 4.54 -1.09
H 0.90 4.22 -2.00
H 0.89 5.41 -0.68
H 2.41 4.88 -1.41
C -0.41 -3.49 3.12
H -0.24 -3.94 4.12
H -0.98 -2.56 3.26
H -1.00 -4.20 2.54
C 1.70 -2.22 3.46
H 2.67 -1.90 3.06
H 1.08 -1.34 3.69
H 1.89 -2.76 4.40
C 1.83 -4.46 2.38
H 2.70 -4.31 1.73
H 2.20 -4.71 3.39
H 1.26 -5.33 2.03
C 0.00 -3.16 -1.76
H 1.02 -3.44 -2.03
H -0.69 -3.73 -2.39
H -0.14 -2.09 -1.98
C -1.82 -3.20 -0.03
H -2.10 -2.20 -0.37
H -2.41 -3.93 -0.61
H -2.09 -3.29 1.03
C -0.03 -4.97 -0.07
H 1.04 -5.20 -0.18
H -0.40 -5.34 0.90
H -0.57 -5.53 -0.85
Tc 0.15 -0.04 0.73
C 1.59 0.46 1.76
O 2.54 0.79 2.42
N -1.53 -0.24 -0.92
C -1.42 0.34 -2.00
C -2.07 0.30 -3.38
C -1.54 1.36 -4.31
C -1.70 -1.06 -3.97
C -3.57 0.46 -3.11
H -1.69 2.38 -3.95
H -0.47 1.22 -4.52
H -2.07 1.27 -5.27
H -2.00 -1.87 -3.29
H -2.17 -1.22 -4.94
H -0.61 -1.11 -4.10
H -4.05 1.13 -3.84
H -4.04 -0.53 -3.10
H -3.74 0.90 -2.11
C -0.81 0.72 5.64
C -1.85 0.13 4.68
C -1.34 -0.17 3.37
N -0.97 -0.11 2.23
H 0.13 0.14 5.63
H -1.18 0.72 6.67
H -0.57 1.75 5.37
H -2.25 -0.81 5.07
H -2.69 0.83 4.57
*
```